[1]
72
Properties=species:S:1:pos:R:3 method="wB97M-V/def2-TZVPD" e_tot_ha=-4535.97737 charge=-1 homo_lumo_gap_ev=5.48 homo_energy_ev=-4.3
Nb 1.2440 3.0151 0.7398
Br 1.0110 4.4012 -1.5400
O -1.5087 2.4045 -2.7802
O -0.6599 4.4101 -2.6241
O 4.0488 0.9427 5.1449
O -1.7665 -1.0307 -1.9227
O 0.2802 -7.6220 -5.4381
O 2.6907 1.8485 -0.2625
O -1.1466 -2.1029 0.1245
O 2.7799 2.1458 6.4211
O -1.8095 -7.0522 -5.3976
N 2.0179 1.0774 -2.6717
N -1.5884 3.6233 -2.8797
N 3.2745 1.0800 6.0809
N -0.6149 -6.7923 -5.3333
C -3.9326 3.3439 -3.6058
C 2.2771 -2.3669 8.3348
C 3.1653 -2.4695 7.2681
C -4.1842 6.1033 -3.9424
C 0.2679 -2.2087 -0.2170
C 2.2986 1.6842 -1.6499
C -5.1331 3.8857 -4.0547
C -1.8050 -1.1164 -0.6699
C 2.0223 -0.0067 7.9132
C -1.2185 -4.4224 -4.9763
C 1.1213 -5.0522 -5.0797
C 2.9181 -0.1145 6.8511
C -0.8477 -3.0936 -4.7969
C 0.4995 -2.7438 -4.7645
C 1.7030 -1.1399 8.6548
C 1.4821 -3.7203 -4.9025
C 0.6792 0.3359 2.5718
C 1.4162 -0.8882 1.8068
C -0.2298 -5.3950 -5.1217
C -2.9807 5.5708 -3.4904
C -2.6351 0.0051 0.1576
C -2.8603 4.1910 -3.3304
C 3.4882 -1.3423 6.5192
C 1.5163 1.7107 2.5745
C -5.2561 5.2618 -4.2263
C 1.1436 -0.9288 0.2187
H 2.5307 -3.4419 -4.8748
H 1.8968 -5.8030 -5.1860
H 0.6382 0.0054 -0.2048
H 0.3233 -2.3540 -1.3630
H 0.9737 -1.8584 2.2701
H -2.2716 -4.6808 -5.0026
H 1.5704 0.9441 8.1748
H 0.1232 4.1760 1.6160
H 1.1279 2.3329 3.4774
H 4.1817 -1.4358 5.6904
H 2.0316 -3.2480 8.9207
H -2.1531 6.2377 -3.2728
H -6.1923 5.6806 -4.5844
H -1.8536 0.7391 0.5780
H 0.7200 -3.1686 0.2499
H 2.5418 -0.9119 2.0817
H -0.4170 0.4689 2.2197
H -3.8487 2.2695 -3.4792
H 1.0088 -1.0663 9.4857
H 0.5870 -0.0028 3.6820
H 2.6185 4.1233 1.2791
H -5.9731 3.2347 -4.2749
H 3.6087 -3.4290 7.0221
H 2.6342 1.5282 2.7959
H -0.1422 1.9803 0.1692
H 0.7850 -1.7040 -4.6317
H -4.2862 7.1755 -4.0766
H 2.1833 -0.9860 -0.2903
H -3.1738 -0.5133 1.0280
H -1.6085 -2.3283 -4.6855
H -3.3324 0.6043 -0.5180

***

[2]
50
Properties=species:S:1:pos:R:3 method="wB97M-V/def2-TZVPD" e_tot_ha=-1074.86391 charge=0 homo_lumo_gap_ev=9.63 relative_energy_ev=1.073 smiles="CCCO[C@@H]1CCCN(C(=O)c2ccc3oc(C(C)C)nc3c2)C1" homo_energy_ev=-8.9
O 1.2080 -2.0047 -1.0052
O -1.6324 2.7322 -3.9081
O 0.5735 -3.5602 3.3196
N 0.1063 3.1479 -2.5681
N -0.6845 -1.9829 0.2249
C 1.9280 -3.9634 3.2567
C 0.1221 -1.5135 -0.7582
C -0.9751 -1.7614 3.0720
C 2.4932 -3.1268 5.5691
C -1.5134 -0.6189 -2.4280
C -1.4761 -0.6770 2.1226
C -0.6985 3.6131 -3.4601
C 2.8556 -3.0737 4.0905
C -2.0095 0.3602 -3.2678
C -0.2820 1.8427 -2.3727
C -0.4413 6.0198 -2.9532
C -1.8282 -1.2829 0.7612
C -0.6715 4.9805 -4.0484
C 0.4394 5.0428 -5.1027
C -0.4252 -0.3822 -1.5778
C 0.2140 0.8456 -1.5459
C -1.3800 1.5893 -3.2206
C -0.2107 -3.0539 1.0724
C 0.2075 -2.5084 2.4514
H 3.8824 -3.4111 3.9398
H 2.7873 -2.0437 3.7339
H -0.6982 0.0771 1.9827
H -1.0086 -3.7907 1.2092
H -2.6481 -2.0009 0.8791
H -1.2539 6.0032 -2.2311
H -0.3814 7.0137 -3.3892
H 0.4864 5.8006 -2.4327
H 1.4457 -2.8672 5.7007
H -0.6696 -1.3268 4.0246
H -2.8409 0.1767 -3.9289
H 1.0451 -1.8104 2.3084
H 1.9381 -4.9804 3.6586
H -2.3551 -0.1864 2.5422
H 1.4006 4.8428 -4.6363
H 2.6486 -4.1289 5.9620
H 1.0657 1.0205 -0.9094
H 3.1031 -2.4312 6.1407
H 2.2742 -3.9945 2.2162
H 0.2700 4.3056 -5.8842
H 0.6355 -3.5272 0.5715
H -1.6375 5.1513 -4.5349
H -1.7668 -2.4855 3.2732
H -1.9656 -1.5994 -2.4311
H 0.4648 6.0306 -5.5559
H -2.1410 -0.5023 0.0674

***

[3]
12
Properties=species:S:1:pos:R:3 method="wB97M-V/def2-TZVPD" e_tot_ha=-265.43602 charge=0 homo_lumo_gap_ev=8.80 relative_energy_ev=2.709 smiles="C=C1C=NNC1" homo_energy_ev=-8.0
N 1.7514 -0.2543 -0.0384
N 1.5529 1.0874 -0.0957
C 0.2996 1.3142 0.1194
C -1.8251 -0.0821 0.4397
C -0.5088 0.0975 0.3341
C 0.4778 -0.9111 -0.1818
H -2.4993 0.7521 0.3141
H 0.4924 -1.9763 0.0534
H 2.6299 -0.5907 -0.4055
H -0.0442 -0.6837 -1.1463
H -2.2612 -1.0783 0.4677
H -0.0654 2.3255 0.1393

***

[4]
92
Properties=species:S:1:pos:R:3 method="wB97M-V/def2-TZVPD" e_tot_ha=-3162.15547 charge=+1 homo_lumo_gap_ev=7.75 relative_energy_ev=1.118 homo_energy_ev=-10.4
Au 0.3040 0.5209 0.1834
P -1.7642 -0.6590 -0.9649
P 1.1089 -2.0525 -0.2124
Si 3.2694 -0.5469 1.5086
Si -2.1217 2.3632 -1.5618
N -2.2697 0.9981 3.9069
N -0.2493 3.2238 3.4169
N 1.7633 -0.8752 0.6910
N -0.6197 -0.3331 3.2351
N 0.4496 2.0903 1.6878
N -1.5554 0.9445 -0.7239
C 2.9006 0.1839 3.1848
C -0.1425 -4.3880 2.8666
C -1.6107 -1.0807 3.8103
C -0.5559 -5.6048 0.8305
C 2.9605 -3.9475 -1.1210
C 2.2486 -2.7815 -1.4003
C 0.5047 -3.4432 0.7530
C -4.7191 -1.4980 -3.6268
C 3.3988 -2.5898 -3.5088
C -2.6568 -1.1458 -2.4398
C -2.8049 -1.2418 0.4038
C 2.4735 -2.1039 -2.5988
C -3.8692 -3.0088 1.6506
C 0.6019 4.0549 2.7280
C 3.8835 -4.4316 -2.0351
C 0.0186 -4.5774 0.1000
C -1.9005 2.1951 -3.4060
C -3.9994 -1.7579 -4.7861
C -0.3149 2.0455 2.7627
C -3.4990 -0.3085 1.1665
C -2.9371 -2.5969 0.7032
C -0.6334 -5.5106 2.2156
C -1.0768 0.8930 3.2351
C -0.1026 -1.1032 -0.9910
C -1.1445 3.8165 -0.9284
C -2.7179 -0.3146 4.0762
C -3.9360 2.6000 -1.1789
C -1.9380 -1.4059 -3.6058
C 4.1899 -2.1592 1.6887
C -4.0507 -1.2010 -2.4501
C -4.5572 -2.0654 2.3973
C 1.0304 3.3362 1.6594
C 4.1004 -3.7547 -3.2273
C 0.4167 -3.3468 2.1376
C -2.6115 -1.7196 -4.7759
C 4.2472 0.6694 0.4897
C -4.2157 -0.7131 2.2920
H 4.8179 -4.1379 -3.9410
H 3.5709 -2.9326 2.1511
H -3.4173 0.7419 0.9167
H 3.7763 0.1061 3.8335
H -4.0987 2.8610 -0.1301
H 3.5712 -2.0637 -4.4383
H 1.7055 3.6284 0.8749
H 3.6551 1.5677 0.2924
H -4.5070 1.6922 -1.3911
H 4.5474 -2.5305 0.7267
H -2.0621 3.1558 -3.9013
H -1.0703 -6.3192 2.7871
H -0.8559 -1.3556 -3.5826
H 2.6381 1.2417 3.1112
H -0.1917 -4.3257 3.9467
H 0.8245 5.0539 3.0558
H -2.3857 -3.3411 0.1398
H -0.8902 1.8593 -3.6516
H 4.5229 0.2379 -0.4753
H -2.0563 -1.9299 -5.6803
H -3.3471 -0.5039 4.9356
H -0.0747 3.6801 -1.1041
H -5.8001 -1.5389 -3.6385
H -5.2742 -2.3811 3.1452
H 2.0680 -0.3353 3.6630
H -0.9288 -6.4848 0.3232
H 1.9106 -1.2023 -2.8088
H -4.9952 -0.0236 2.6100
H 0.0958 -4.6623 -0.9784
H -2.6068 1.4800 -3.8335
H -1.4498 4.7312 -1.4413
H 0.7709 -2.4489 2.6308
H 5.0638 -2.0148 2.3288
H -2.9051 1.7465 3.6645
H -4.5243 -1.9967 -5.7018
H -4.0557 -4.0657 1.7913
H 4.4329 -5.3378 -1.8172
H -0.6540 3.4047 4.3209
H -1.5359 -2.1539 3.8816
H -1.2955 3.9672 0.1428
H 2.7997 -4.4765 -0.1900
H 5.1633 0.9805 0.9966
H -4.3590 3.4016 -1.7890
H -4.6098 -1.0219 -1.5393